1.
12 unconnected molecules or ions with the total composition C36H81B2F16N13O22S8 in a non-equilibrium geometry, computed with wB97M-V/def2-TZVPD.

Values from the calculation:
HOMO energy (spin up / spin down): -10.3 / -10.3 eV
LUMO energy (spin up / spin down): -2.783 / -7.405 eV
molar mass: 1630.24 g/mol
2S+1: 2
total charge: +1

Each line ends with the Mulliken spin population.
Cartesian coordinates (Å):
C 0.758 -3.374 -0.068  0.00
C 2.173 -3.403 0.513  0.00
N 2.699 -4.774 0.532  0.00
C 3.102 -5.362 -0.630  0.00
C 3.345 -6.674 -0.369  0.00
N 3.261 -6.847 1.097  0.00
C 2.707 -5.674 1.588  0.00
C 3.611 -8.054 1.790  0.00
H 0.773 -3.877 -1.035  0.00
H 0.279 -2.397 -0.130  0.00
H 0.112 -3.802 0.699  0.00
H 2.243 -2.934 1.495  0.00
H 2.850 -2.733 -0.016  0.00
H 3.107 -4.752 -1.521  0.00
H 3.748 -7.420 -1.039  0.00
H 2.304 -5.458 2.566  0.00
H 3.333 -8.044 2.843  0.00
H 4.686 -8.221 1.718  0.00
H 3.070 -8.864 1.299  0.00
C 8.252 3.897 3.330  0.00
C 7.086 3.964 2.339  0.00
N 7.168 2.948 1.363  0.00
C 7.133 1.595 1.665  0.01
C 7.036 0.900 0.442  0.00
N 6.880 1.762 -0.571  0.00
C 6.829 3.034 0.027  0.01
C 6.951 1.580 -1.991  0.00
H 8.103 4.652 4.102  0.00
H 9.213 4.181 2.900  0.00
H 8.313 2.878 3.710  0.00
H 6.939 4.957 1.914  0.00
H 6.162 3.728 2.866  0.00
H 7.247 1.353 2.711  0.00
H 7.153 -0.163 0.293  0.00
H 6.581 3.963 -0.466  0.00
H 7.723 0.855 -2.248  0.00
H 7.301 2.521 -2.415  0.00
H 5.982 1.388 -2.452  0.00
C -5.738 2.362 2.356  0.00
C -6.413 1.140 1.661  0.00
N -6.802 0.214 2.765  0.00
C -6.327 -1.084 2.764  0.00
C -6.601 -1.687 4.017  0.00
N -7.438 -0.808 4.676  0.00
C -7.549 0.408 3.936  0.00
C -8.159 -1.092 5.889  0.00
H -6.343 2.930 3.061  0.00
H -5.529 3.206 1.699  0.00
H -4.911 2.084 3.010  0.00
H -5.666 0.620 1.060  0.00
H -7.180 1.377 0.924  0.00
H -5.773 -1.540 1.957  0.00
H -6.499 -2.701 4.375  0.00
H -8.177 1.246 4.203  0.00
H -7.458 -1.370 6.677  0.00
H -8.967 -1.805 5.722  0.00
H -8.597 -0.199 6.334  0.00
C 3.393 0.618 1.656  0.11
O 2.801 0.250 0.452  0.64
C 2.126 1.255 -0.295  0.15
C 2.022 0.667 -1.751  0.02
N 0.927 1.281 -2.685  -0.01
H 1.341 1.848 -3.412  0.00
H 0.489 0.552 -3.229  0.00
C -0.358 1.998 -2.133  0.01
C -1.356 1.011 -1.572  -0.01
O -0.904 0.287 -0.488  0.01
C -2.015 -0.566 -0.090  0.00
H 3.538 -0.251 2.298  0.02
H 2.799 1.213 2.349  0.03
H 4.258 1.224 1.387  0.02
H 2.693 2.185 -0.259  -0.02
H 1.165 1.447 0.182  -0.01
H 1.598 -0.327 -1.612  -0.01
H 2.974 0.697 -2.283  0.02
H -0.712 2.529 -3.016  0.00
H 0.014 2.784 -1.476  0.00
H -1.644 0.436 -2.452  0.00
H -2.220 1.552 -1.186  0.00
H -1.961 -1.376 -0.817  0.00
H -3.044 -0.218 -0.010  0.00
H -1.630 -1.146 0.749  0.00
C -5.690 -8.189 -4.603  0.00
O -5.610 -7.090 -3.764  0.00
C -6.354 -7.269 -2.559  0.00
C -5.804 -6.590 -1.350  0.00
N -4.293 -6.732 -1.142  0.00
H -4.280 -6.237 -0.261  0.00
H -3.984 -7.683 -1.001  0.00
C -3.220 -5.917 -2.005  0.00
C -3.835 -4.680 -2.758  0.00
O -4.265 -3.683 -1.814  0.00
C -4.520 -2.455 -2.488  0.00
H -4.876 -8.869 -4.349  0.00
H -5.617 -7.765 -5.605  0.00
H -6.710 -8.560 -4.697  0.00
H -6.278 -8.253 -2.097  0.00
H -7.442 -7.219 -2.568  0.00
H -6.391 -6.886 -0.481  0.00
H -5.914 -5.506 -1.374  0.00
H -2.911 -6.607 -2.789  0.00
H -2.369 -5.771 -1.340  0.00
H -4.514 -4.946 -3.569  0.00
H -3.046 -4.252 -3.377  0.00
H -5.366 -2.578 -3.164  0.00
H -3.728 -2.077 -3.135  0.00
H -4.602 -1.679 -1.728  0.00
C -0.911 3.650 1.344  0.00
O -0.336 4.288 0.231  0.00
C 0.176 5.627 0.539  0.00
C 1.317 5.975 -0.375  0.00
N 2.058 7.233 0.115  0.00
H 2.871 7.477 -0.433  0.00
H 1.465 8.027 -0.078  0.00
C 2.636 7.402 1.534  0.00
C 3.602 6.290 1.972  0.00
O 3.102 4.963 1.915  0.00
C 2.757 4.309 3.178  0.00
H -1.877 4.136 1.485  0.00
H -0.346 3.794 2.265  0.00
H -0.975 2.570 1.215  0.00
H 0.521 5.631 1.573  0.00
H -0.579 6.408 0.446  0.00
H 0.981 5.928 -1.411  0.00
H 2.044 5.173 -0.245  0.00
H 1.831 7.655 2.224  0.00
H 3.059 8.392 1.367  0.00
H 4.004 6.636 2.924  0.00
H 4.540 6.361 1.421  0.00
H 3.585 4.255 3.885  0.00
H 2.458 3.284 2.960  0.00
H 1.981 4.917 3.643  0.00
N 1.993 3.178 -4.152  0.00
S 1.118 4.488 -4.782  0.00
O 1.715 5.341 -5.836  0.00
O 0.257 5.242 -3.893  0.00
F 0.072 3.520 -5.607  0.00
S 3.167 4.063 -3.792  0.00
O 2.928 5.187 -2.849  0.00
O 4.258 4.169 -4.716  0.00
F 3.828 3.051 -2.727  0.00
N 0.284 -0.854 -4.249  0.00
S -1.023 -0.770 -5.291  0.00
O -2.403 -1.046 -4.829  0.00
O -0.868 -1.169 -6.692  0.00
F -1.030 0.833 -5.491  0.00
S 0.131 -2.318 -4.012  0.00
O 0.378 -3.207 -5.123  0.00
O -0.874 -2.743 -3.042  0.00
F 1.474 -2.520 -3.103  0.00
N -6.564 2.606 -3.280  0.00
S -7.515 2.552 -2.119  0.00
O -7.626 3.842 -1.420  0.00
O -7.615 1.212 -1.506  0.00
F -8.942 2.577 -2.930  0.00
S -5.259 2.159 -2.306  0.00
O -4.919 0.728 -2.376  0.00
O -4.997 2.941 -1.180  0.00
F -4.090 2.677 -3.233  0.00
N -0.426 -0.405 5.155  0.00
S -1.426 -0.070 4.050  0.00
O -2.112 -1.153 3.299  0.00
O -1.374 1.317 3.448  0.00
F -2.670 0.210 5.055  0.00
S 0.703 -1.048 4.130  0.00
O 0.899 -0.447 2.857  0.02
O 0.624 -2.502 4.128  0.00
F 2.111 -0.634 4.849  0.00
B 5.280 -2.079 -1.722  0.00
F 4.666 -1.118 -2.453  0.00
F 4.929 -1.858 -0.363  0.00
F 4.991 -3.344 -2.240  0.00
F 6.646 -1.859 -1.832  0.00
B 5.716 1.177 5.263  0.00
F 6.956 1.738 5.448  0.00
F 5.044 1.843 4.234  0.00
F 5.887 -0.093 4.859  0.00
F 4.959 1.118 6.451  0.00

2.
9 unconnected molecules or ions with the total composition C36H83F5O35P8S in a non-equilibrium geometry, computed with wB97M-V/def2-TZVPD.

Values from the calculation:
HOMO energy: -9.3 eV
LUMO energy: -2.260 eV
molar mass: 1450.87 g/mol
structure (SMILES): O=S1(=O)OCCC[C@H]1C(F)(F)c1cccc(C(F)(F)F)c1.COP(=O)(OC)OC.COP(=O)(OC)OC.COP(=O)(OC)OC.COP(=O)(OC)OC.COP(=O)(OC)OC.COP(=O)(OC)OC.COP(=O)(OC)OC.COP(=O)(OC)OC
total charge: 0

Each line ends with the Löwdin charge.
Cartesian coordinates (Å):
O 4.859 3.756 -1.740  -0.29
S 5.966 3.787 -0.782  0.70
O 6.538 2.448 -0.728  -0.27
O 6.972 4.957 -1.292  -0.22
C 8.047 5.247 -0.352  -0.18
C 7.899 4.587 1.063  -0.19
C 6.487 4.777 1.745  -0.14
C 5.254 4.321 0.840  -0.19
C 4.149 5.425 0.700  -0.40
F 4.061 6.251 1.835  0.06
F 4.502 6.254 -0.380  0.05
C 2.712 4.902 0.425  -0.08
C 2.247 3.530 0.582  0.01
C 0.832 3.227 0.312  -0.03
C -0.134 4.247 -0.096  0.01
C 0.333 5.621 -0.262  -0.08
C -0.581 6.819 -0.667  -0.48
F -0.335 7.842 0.244  0.09
F -1.898 6.464 -0.631  0.11
F -0.235 7.346 -1.896  0.11
C 1.731 5.918 -0.002  0.06
H 8.061 6.365 -0.202  0.14
H 9.037 4.981 -0.811  0.13
H 8.646 5.110 1.732  0.13
H 8.212 3.504 1.088  0.12
H 6.427 5.832 2.109  0.12
H 6.458 4.127 2.667  0.12
H 4.823 3.392 1.301  0.13
H 2.942 2.732 0.919  0.10
H 0.469 2.182 0.459  0.09
H -1.217 4.024 -0.273  0.11
H 2.077 6.977 -0.124  0.14
C -5.229 4.402 0.897  -0.12
O -5.616 3.134 0.357  -0.28
P -4.649 1.823 0.870  0.69
O -3.689 2.016 -0.286  -0.27
O -5.813 0.750 0.477  -0.26
C -6.819 1.047 -0.483  -0.10
O -3.726 0.539 1.489  -0.30
C -4.133 0.076 2.790  -0.12
H -5.908 5.162 0.512  0.09
H -5.306 4.379 1.987  0.08
H -4.210 4.647 0.593  0.07
H -6.411 1.543 -1.365  0.10
H -7.592 1.662 -0.025  0.08
H -7.280 0.109 -0.797  0.09
H -5.158 -0.296 2.763  0.07
H -4.049 0.885 3.516  0.08
H -3.475 -0.739 3.090  0.09
C 12.875 7.492 -3.606  -0.13
O 13.469 6.343 -2.993  -0.28
P 12.661 4.876 -3.316  0.66
O 11.726 4.993 -2.139  -0.27
O 13.990 4.011 -2.933  -0.26
C 14.985 4.502 -2.040  -0.10
O 11.949 3.452 -3.902  -0.24
C 12.406 3.029 -5.194  -0.14
H 13.466 8.367 -3.341  0.09
H 12.881 7.376 -4.693  0.08
H 11.854 7.626 -3.245  0.08
H 14.547 4.975 -1.161  0.09
H 15.636 5.199 -2.563  0.09
H 15.596 3.659 -1.712  0.08
H 13.477 2.819 -5.174  0.08
H 12.190 3.797 -5.938  0.08
H 11.876 2.116 -5.465  0.09
C 20.012 1.162 -2.994  -0.13
O 20.197 1.622 -1.651  -0.28
P 18.802 1.523 -0.674  0.66
O 18.295 2.892 -1.050  -0.26
O 19.701 1.577 0.687  -0.26
C 20.981 2.193 0.724  -0.11
O 17.451 1.143 0.279  -0.24
C 17.385 -0.218 0.728  -0.13
H 20.956 1.265 -3.526  0.09
H 19.722 0.109 -2.987  0.08
H 19.251 1.762 -3.496  0.08
H 20.988 3.148 0.197  0.09
H 21.727 1.521 0.303  0.08
H 21.241 2.371 1.769  0.09
H 18.246 -0.460 1.354  0.08
H 17.344 -0.894 -0.128  0.08
H 16.478 -0.342 1.320  0.09
C -6.162 -6.129 -4.359  -0.13
O -6.713 -4.815 -4.501  -0.27
P -6.935 -3.983 -3.030  0.66
O -8.329 -4.515 -2.801  -0.28
O -6.974 -2.539 -3.789  -0.26
C -7.382 -2.414 -5.144  -0.10
O -6.857 -3.174 -1.544  -0.24
C -5.565 -2.640 -1.209  -0.12
H -6.058 -6.567 -5.351  0.09
H -5.176 -6.068 -3.894  0.08
H -6.827 -6.753 -3.761  0.08
H -8.267 -3.013 -5.359  0.07
H -6.563 -2.697 -5.803  0.09
H -7.616 -1.366 -5.337  0.09
H -5.251 -1.902 -1.950  0.08
H -4.834 -3.447 -1.152  0.08
H -5.632 -2.152 -0.237  0.08
C -7.432 1.211 6.712  -0.13
O -7.832 -0.050 6.166  -0.27
P -6.833 -1.359 6.611  0.67
O -5.884 -1.184 5.451  -0.27
O -8.007 -2.434 6.257  -0.26
C -9.030 -2.159 5.310  -0.10
O -5.947 -2.624 7.311  -0.24
C -6.386 -3.024 8.617  -0.15
H -8.134 1.971 6.372  0.09
H -7.460 1.167 7.804  0.08
H -6.430 1.470 6.368  0.08
H -8.636 -1.686 4.410  0.09
H -9.796 -1.533 5.765  0.09
H -9.495 -3.106 5.032  0.09
H -7.416 -3.385 8.580  0.08
H -6.309 -2.186 9.311  0.08
H -5.745 -3.832 8.966  0.08
C -6.476 -6.223 7.392  -0.12
O -7.563 -7.126 7.619  -0.27
P -8.857 -6.944 6.524  0.66
O -9.572 -5.908 7.355  -0.27
O -9.414 -8.445 6.844  -0.26
C -9.167 -9.092 8.084  -0.11
O -9.946 -6.843 5.228  -0.24
C -9.552 -7.554 4.045  -0.13
H -5.702 -6.417 8.134  0.09
H -6.063 -6.392 6.395  0.09
H -6.818 -5.195 7.492  0.05
H -9.310 -8.419 8.930  0.09
H -8.160 -9.505 8.092  0.08
H -9.870 -9.922 8.177  0.09
H -9.459 -8.622 4.250  0.08
H -8.606 -7.162 3.669  0.08
H -10.320 -7.411 3.285  0.09
C 2.019 -2.626 -1.103  -0.13
O 0.726 -2.137 -0.731  -0.27
P -0.224 -3.249 0.145  0.65
O -0.839 -3.875 -1.081  -0.27
O -1.169 -2.062 0.740  -0.26
C -1.356 -0.826 0.056  -0.09
O -0.955 -4.337 1.225  -0.24
C -0.493 -4.252 2.579  -0.14
H 2.539 -1.841 -1.650  0.09
H 2.593 -2.873 -0.207  0.08
H 1.919 -3.503 -1.744  0.08
H -1.514 -0.971 -1.013  0.10
H -0.498 -0.177 0.228  0.07
H -2.236 -0.337 0.475  0.06
H -0.699 -3.264 2.995  0.08
H 0.577 -4.461 2.625  0.08
H -1.025 -4.997 3.172  0.09
C -12.190 0.588 -7.578  -0.13
O -12.572 -0.650 -8.186  -0.28
P -11.571 -1.970 -7.780  0.66
O -10.602 -1.739 -8.911  -0.27
O -12.725 -3.045 -8.200  -0.26
C -13.727 -2.739 -9.159  -0.11
O -10.675 -3.237 -7.096  -0.24
C -11.134 -3.684 -5.811  -0.13
H -12.890 1.359 -7.897  0.09
H -12.237 0.496 -6.490  0.08
H -11.183 0.868 -7.892  0.08
H -13.316 -2.227 -10.029  0.09
H -14.509 -2.138 -8.697  0.08
H -14.178 -3.678 -9.488  0.09
H -12.154 -4.065 -5.877  0.08
H -11.087 -2.862 -5.095  0.08
H -10.482 -4.488 -5.470  0.09